ORCA calculation (wB97M-V/def2-TZVPD) on a structure of composition C55H44ClN3O4PSiV.

Properties
2S+1 = 2
Kohn-Sham gap (alpha / beta) = 4.33 / 4.37 eV
Charge = -1
Highest occupied orbital energy (alpha / beta) = -0.1039 / -0.1049 Ha

Element x y z (Å)
V: 0.427 0.004 -0.132
Cl: 7.692 0.528 -0.539
C: 5.983 0.186 -0.649
C: 5.555 -0.988 -1.277
C: 4.216 -1.263 -1.370
C: 3.231 -0.396 -0.838
O: 1.989 -0.742 -0.968
C: 3.689 0.791 -0.200
C: 2.831 1.786 0.389
N: 1.549 1.743 0.432
C: 0.772 2.780 0.984
C: 1.232 4.003 1.396
C: 0.355 4.966 1.933
C: -0.980 4.715 2.051
C: -1.498 3.471 1.627
C: -2.867 3.138 1.721
C: -3.298 1.917 1.298
C: -2.359 1.010 0.771
N: -1.082 1.290 0.684
C: -0.624 2.506 1.093
C: 5.069 1.056 -0.127
H: 6.287 -1.673 -1.684
H: 3.863 -2.171 -1.842
H: 3.364 2.640 0.811
H: 2.282 4.251 1.320
H: 0.759 5.918 2.254
H: -1.656 5.453 2.465
H: -3.559 3.865 2.130
H: -4.340 1.633 1.338
H: -2.662 0.035 0.411
H: 5.406 1.958 0.370
O: -1.920 -1.399 -1.376
C: -0.862 -1.546 -0.790
C: -0.355 -2.962 -0.561
C: 0.039 -3.670 -1.689
C: 0.569 -4.947 -1.572
C: 0.692 -5.525 -0.319
C: 0.286 -4.824 0.810
C: -0.225 -3.530 0.714
P: -0.875 -2.605 2.167
C: -0.997 -3.950 3.418
C: -2.231 -4.597 3.496
C: -2.439 -5.649 4.379
C: -1.412 -6.061 5.215
C: -0.183 -5.417 5.159
C: 0.027 -4.375 4.267
C: 0.612 -1.527 2.612
C: 1.920 -2.205 2.698
C: 3.111 -1.530 2.860
C: 3.383 -0.187 3.141
C: 2.436 0.840 3.397
C: 1.098 0.771 3.602
H: -0.079 -3.212 -2.663
H: 0.875 -5.491 -2.458
H: 1.094 -6.526 -0.215
H: 0.366 -5.294 1.781
H: -3.039 -4.267 2.851
H: -3.404 -6.140 4.419
H: -1.571 -6.876 5.910
H: 0.622 -5.728 5.814
H: 0.987 -3.875 4.231
H: 1.970 -3.228 2.342
H: 3.997 -2.148 2.719
H: 4.427 0.108 3.139
H: 2.852 1.849 3.426
H: 0.536 1.689 3.745
C: 0.601 -1.123 5.128
C: 0.289 -0.482 3.778
N: -1.126 -0.082 3.821
O: 0.608 -0.789 1.360
H: -0.070 -1.963 5.334
H: 0.464 -0.368 5.903
H: 1.628 -1.478 5.152
H: -1.715 -0.877 4.042
H: -1.414 0.236 2.905
O: 0.001 0.925 -1.710
Si: -0.970 1.439 -2.881
C: -2.677 2.017 -2.318
C: -3.774 1.150 -2.248
C: -5.019 1.601 -1.830
C: -5.193 2.931 -1.464
C: -4.117 3.805 -1.520
C: -2.876 3.349 -1.947
C: -1.153 0.134 -4.215
C: -2.199 0.119 -5.139
C: -2.267 -0.849 -6.134
C: -1.282 -1.823 -6.218
C: -0.230 -1.821 -5.310
C: -0.168 -0.850 -4.320
C: -0.129 2.966 -3.607
C: 1.011 3.479 -2.985
C: 1.653 4.609 -3.478
C: 1.165 5.247 -4.610
C: 0.035 4.749 -5.247
C: -0.601 3.621 -4.746
H: -3.642 0.108 -2.513
H: -5.855 0.913 -1.789
H: -6.165 3.283 -1.138
H: -4.243 4.843 -1.234
H: -2.046 4.047 -1.998
H: -2.985 0.865 -5.075
H: -3.092 -0.849 -6.836
H: -1.335 -2.585 -6.987
H: 0.539 -2.582 -5.369
H: 0.648 -0.862 -3.602
H: 1.398 2.974 -2.106
H: 2.538 4.990 -2.981
H: 1.665 6.126 -4.999
H: -0.348 5.239 -6.134
H: -1.483 3.244 -5.256

Mulliken atomic charge list, values in e, 99 entries: atom 1 (V): 0.226, atom 2 (Cl): -0.268, atom 3 (C): 0.004, atom 4 (C): -0.699, atom 5 (C): -0.918, atom 6 (C): -0.399, atom 7 (O): 0.707, atom 8 (C): 0.840, atom 9 (C): 0.259, atom 10 (N): 1.511, atom 11 (C): 0.171, atom 12 (C): -0.700, atom 13 (C): -0.935, atom 14 (C): -1.197, atom 15 (C): 1.499, atom 16 (C): -1.263, atom 17 (C): -0.944, atom 18 (C): -0.592, atom 19 (N): 1.919, atom 20 (C): -0.547, atom 21 (C): -1.263, atom 22 (H): 0.413, atom 23 (H): 0.454, atom 24 (H): -0.105, atom 25 (H): 0.457, atom 26 (H): 0.411, atom 27 (H): 0.458, atom 28 (H): 0.431, atom 29 (H): 0.485, atom 30 (H): 0.035, atom 31 (H): 0.451, atom 32 (O): -0.626, atom 33 (C): 0.174, atom 34 (C): -0.513, atom 35 (C): -0.473, atom 36 (C): -0.905, atom 37 (C): -0.911, atom 38 (C): -0.213, atom 39 (C): 0.885, atom 40 (P): -0.321, atom 41 (C): 0.734, atom 42 (C): -0.733, atom 43 (C): -0.626, atom 44 (C): -0.574, atom 45 (C): -0.877, atom 46 (C): 0.173, atom 47 (C): 0.788, atom 48 (C): -0.326, atom 49 (C): -1.379, atom 50 (C): -0.889, atom 51 (C): 0.296, atom 52 (C): -1.669, atom 53 (H): 0.563, atom 54 (H): 0.406, atom 55 (H): 0.419, atom 56 (H): 0.377, atom 57 (H): 0.363, atom 58 (H): 0.394, atom 59 (H): 0.370, atom 60 (H): 0.430, atom 61 (H): 0.427, atom 62 (H): 0.323, atom 63 (H): 0.347, atom 64 (H): 0.284, atom 65 (H): 0.436, atom 66 (H): 0.687, atom 67 (C): -1.660, atom 68 (C): 1.879, atom 69 (N): -0.624, atom 70 (O): -0.170, atom 71 (H): 0.324, atom 72 (H): 0.444, atom 73 (H): 0.221, atom 74 (H): 0.383, atom 75 (H): -0.024, atom 76 (O): 0.037, atom 77 (Si): -0.354, atom 78 (C): 0.651, atom 79 (C): 0.097, atom 80 (C): -0.854, atom 81 (C): -0.547, atom 82 (C): -0.757, atom 83 (C): -0.358, atom 84 (C): 0.717, atom 85 (C): -0.290, atom 86 (C): -0.726, atom 87 (C): -0.534, atom 88 (C): -0.634, atom 89 (C): -0.273, atom 90 (C): 0.092, atom 91 (C): -0.036, atom 92 (C): -0.761, atom 93 (C): -0.561, atom 94 (C): -0.751, atom 95 (C): -0.253, atom 96 (H): 0.477, atom 97 (H): 0.406, atom 98 (H): 0.382, atom 99 (H): 0.438


ORCA calculation (wB97M-V/def2-TZVPD) on a structure of composition CH20Ni2O13 at a distorted geometry.

Properties
2S+1 = 5
Kohn-Sham gap (alpha / beta) = 6.55 / 5.32 eV
Charge = +2
Highest occupied orbital energy (alpha / beta) = -0.5855 / -0.5855 Ha

Element x y z (Å)
Ni: 1.261 -3.244 0.598
Ni: -2.573 0.504 -1.015
C: -0.544 -0.617 0.112
O: -0.544 0.151 -0.876
O: 0.368 -1.384 0.462
O: -1.615 -0.507 0.660
O: -2.125 1.687 -2.674
H: -2.396 2.601 -2.758
H: -1.768 1.462 -3.533
O: -2.209 2.228 0.110
H: -3.019 2.357 0.603
H: -1.920 3.113 -0.114
O: -2.174 1.036 3.054
H: -2.513 1.904 2.835
H: -1.776 0.722 2.242
O: 1.236 0.086 2.667
H: 0.665 -0.549 2.235
H: 1.771 0.446 1.959
O: 2.780 -2.451 1.729
H: 3.138 -1.567 1.814
H: 3.335 -2.990 2.292
O: 0.925 2.653 -0.829
H: 0.198 2.051 -0.987
H: 0.857 3.301 -1.530
O: -2.874 -2.456 2.068
H: -2.340 -3.091 2.546
H: -2.246 -1.809 1.746
O: 0.969 0.203 -3.495
H: 0.311 0.711 -3.968
H: 0.568 0.023 -2.645
O: 2.614 0.479 -0.032
H: 1.847 -0.095 -0.047
H: 2.346 1.250 -0.532
O: 2.360 -2.804 -1.202
H: 2.074 -3.236 -2.006
H: 3.013 -2.167 -1.490

Quick look at the natural (NBO) charges, all values in e: atom 1 (Ni): 1.735, atom 2 (Ni): 1.553, atom 3 (C): 0.990, atom 4 (O): -0.826, atom 5 (O): -0.918, atom 6 (O): -0.787, atom 7 (O): -0.997, atom 8 (H): 0.525, atom 9 (H): 0.525, atom 10 (O): -0.974, atom 11 (H): 0.512, atom 12 (H): 0.530, atom 13 (O): -0.913, atom 14 (H): 0.450, atom 15 (H): 0.462, atom 16 (O): -0.936, atom 17 (H): 0.452, atom 18 (H): 0.477, atom 19 (O): -1.010, atom 20 (H): 0.563, atom 21 (H): 0.533, atom 22 (O): -0.947, atom 23 (H): 0.471, atom 24 (H): 0.482, atom 25 (O): -0.940, atom 26 (H): 0.458, atom 27 (H): 0.470, atom 28 (O): -0.928, atom 29 (H): 0.451, atom 30 (H): 0.473, atom 31 (O): -0.978, atom 32 (H): 0.455, atom 33 (H): 0.513, atom 34 (O): -1.004, atom 35 (H): 0.523, atom 36 (H): 0.555


ORCA calculation (wB97M-V/def2-TZVPD) on a cluster of 2 separate species, C4H8N4 in total at a distorted geometry.

Properties
2S+1 = 1
Kohn-Sham gap = 7.78 eV
SMILES string = CC(N)=C=N.N#CN
Highest occupied orbital energy = -0.2633 Ha

Element x y z (Å)
C: 0.258 0.141 0.571
C: -0.658 0.846 1.520
C: 0.797 0.785 -0.510
N: 0.621 -1.245 0.727
N: -0.051 -0.657 -1.834
N: 1.396 1.753 -1.016
C: -1.327 -0.833 -1.299
N: -2.371 -1.333 -1.192
H: -0.038 -1.771 1.291
H: 1.573 -1.342 1.067
H: 0.618 -1.334 -1.451
H: 0.006 -0.488 -2.833
H: 1.866 2.359 -0.347
H: -1.451 1.356 0.971
H: -1.124 0.165 2.234
H: -0.115 1.599 2.099

Quick look at the natural (NBO) charges, all values in e: atom 1 (C): -0.153, atom 2 (C): -0.622, atom 3 (C): 0.451, atom 4 (N): -0.865, atom 5 (N): -0.858, atom 6 (N): -0.685, atom 7 (C): 0.428, atom 8 (N): -0.334, atom 9 (H): 0.378, atom 10 (H): 0.371, atom 11 (H): 0.440, atom 12 (H): 0.420, atom 13 (H): 0.380, atom 14 (H): 0.223, atom 15 (H): 0.218, atom 16 (H): 0.204


ORCA calculation (wB97M-V/def2-TZVPD) on a cluster of 2 separate species, H2N4O in total at a distorted geometry.

Properties
2S+1 = 1
Kohn-Sham gap = 9.23 eV
Highest occupied orbital energy = -0.3069 Ha

Element x y z (Å)
N: 0.662 -1.180 -1.656
N: 0.023 -0.500 -2.250
N: -0.014 0.369 1.703
N: -0.359 0.118 0.592
O: -0.622 0.206 -2.895
H: -0.036 1.338 2.122
H: 0.346 -0.352 2.384

Quick look at the natural (NBO) charges, all values in e: atom 1 (N): -0.092, atom 2 (N): 0.441, atom 3 (N): -0.372, atom 4 (N): -0.231, atom 5 (O): -0.349, atom 6 (H): 0.301, atom 7 (H): 0.303


ORCA calculation (wB97M-V/def2-TZVPD) on a structure of composition C35H43BeClN2Si2 at a distorted geometry.

Properties
2S+1 = 1
Kohn-Sham gap = 3.93 eV
Highest occupied orbital energy = -0.1464 Ha

Element x y z (Å)
C: -1.226 -0.364 1.379
C: -1.814 0.154 0.145
C: -1.894 -0.922 -0.783
H: -2.385 1.083 0.090
C: -1.351 -2.084 -0.173
C: -0.979 -1.775 1.144
H: -0.691 -2.480 1.929
H: -1.301 0.125 2.356
H: -2.412 -0.894 -1.741
H: -1.329 -3.077 -0.635
Be: 0.242 0.316 0.527
Si: 0.816 0.067 -3.499
C: -0.235 1.576 -3.783
C: 0.351 2.440 -4.734
H: 1.337 2.201 -5.134
C: -0.294 3.595 -5.161
H: 0.186 4.219 -5.910
C: -1.539 3.942 -4.639
H: -2.032 4.847 -4.985
C: -2.123 3.125 -3.670
H: -3.085 3.415 -3.249
C: -1.485 1.957 -3.234
H: -1.958 1.346 -2.465
C: -0.080 -1.512 -3.822
C: -1.290 -1.516 -4.556
H: -1.765 -0.572 -4.826
C: -1.869 -2.722 -4.950
H: -2.765 -2.713 -5.567
C: -1.304 -3.941 -4.569
H: -1.737 -4.878 -4.905
C: -0.174 -3.947 -3.745
H: 0.258 -4.893 -3.428
C: 0.413 -2.749 -3.340
H: 1.271 -2.759 -2.668
H: 2.337 0.075 -3.549
Si: 2.723 0.521 -7.992
C: 1.995 -1.111 -8.468
C: 1.102 -1.230 -9.549
H: 0.848 -0.357 -10.154
C: 0.520 -2.466 -9.859
H: -0.217 -2.536 -10.660
C: 0.872 -3.611 -9.135
H: 0.403 -4.570 -9.358
C: 1.838 -3.516 -8.125
H: 2.137 -4.409 -7.575
C: 2.419 -2.281 -7.819
H: 3.210 -2.232 -7.071
C: 1.599 1.869 -8.580
C: 0.278 1.906 -8.124
H: -0.092 1.140 -7.438
C: -0.583 2.930 -8.533
H: -1.595 2.977 -8.127
C: -0.148 3.898 -9.445
H: -0.818 4.705 -9.746
C: 1.152 3.822 -9.963
H: 1.480 4.562 -10.697
C: 2.017 2.811 -9.539
H: 3.023 2.742 -9.957
H: 4.051 0.690 -8.628
Cl: 3.266 0.584 -6.002
C: 2.571 -0.806 -0.302
N: 1.862 -0.282 0.904
C: 1.895 -1.344 1.953
C: 2.553 0.970 1.456
C: 1.487 2.046 1.713
N: 0.536 2.036 0.542
C: -0.627 2.920 0.803
C: 1.228 2.534 -0.686
H: 2.004 -1.655 -0.698
H: 3.582 -1.135 -0.010
H: 2.643 -0.044 -1.091
H: 2.943 -1.495 2.254
H: 1.297 -1.040 2.821
H: 1.491 -2.279 1.546
H: 3.055 0.715 2.401
H: 3.313 1.321 0.742
H: 0.910 1.804 2.629
H: 1.945 3.043 1.824
H: -0.277 3.947 0.981
H: -1.287 2.914 -0.071
H: -1.189 2.572 1.686
H: 1.740 3.485 -0.447
H: 1.963 1.817 -1.075
H: 0.492 2.732 -1.475

Quick look at the Mulliken charges, all values in e: atom 1 (C): 0.340, atom 2 (C): -0.756, atom 3 (C): -0.535, atom 4 (H): 0.790, atom 5 (C): -0.602, atom 6 (C): -1.231, atom 7 (H): 0.755, atom 8 (H): 0.655, atom 9 (H): 0.535, atom 10 (H): 0.466, atom 11 (Be): -0.850, atom 12 (Si): -0.802, atom 13 (C): 0.726, atom 14 (C): -0.984, atom 15 (H): 0.357, atom 16 (C): -0.607, atom 17 (H): 0.495, atom 18 (C): -0.746, atom 19 (H): 0.356, atom 20 (C): -0.362, atom 21 (H): 0.412, atom 22 (C): 0.399, atom 23 (H): 0.234, atom 24 (C): 1.299, atom 25 (C): -0.368, atom 26 (H): 0.367, atom 27 (C): -0.586, atom 28 (H): 0.376, atom 29 (C): -0.609, atom 30 (H): 0.394, atom 31 (C): -0.622, atom 32 (H): 0.409, atom 33 (C): -0.592, atom 34 (H): 0.205, atom 35 (H): -0.309, atom 36 (Si): 0.459, atom 37 (C): 0.497, atom 38 (C): -0.183, atom 39 (H): 0.356, atom 40 (C): -0.586, atom 41 (H): 0.370, atom 42 (C): -0.463, atom 43 (H): 0.375, atom 44 (C): -0.506, atom 45 (H): 0.368, atom 46 (C): -0.483, atom 47 (H): 0.275, atom 48 (C): 0.328, atom 49 (C): -0.170, atom 50 (H): 0.540, atom 51 (C): -0.805, atom 52 (H): 0.373, atom 53 (C): -0.409, atom 54 (H): 0.383, atom 55 (C): -0.515, atom 56 (H): 0.369, atom 57 (C): -0.380, atom 58 (H): 0.330, atom 59 (H): -0.304, atom 60 (Cl): -0.247, atom 61 (C): -0.952, atom 62 (N): 0.461, atom 63 (C): -1.320, atom 64 (C): -0.828, atom 65 (C): -0.557, atom 66 (N): 1.006, atom 67 (C): -1.143, atom 68 (C): -0.730, atom 69 (H): 0.313, atom 70 (H): 0.340, atom 71 (H): 0.120, atom 72 (H): 0.459, atom 73 (H): 0.386, atom 74 (H): 0.374, atom 75 (H): 0.426, atom 76 (H): 0.413, atom 77 (H): 0.364, atom 78 (H): 0.402, atom 79 (H): 0.439, atom 80 (H): 0.189, atom 81 (H): 0.371, atom 82 (H): 0.255, atom 83 (H): 0.090, atom 84 (H): 0.145


ORCA calculation (wB97M-V/def2-TZVPD) on a cluster of 2 separate species, C22H27N2O in total at a distorted geometry.

Properties
2S+1 = 1
Kohn-Sham gap = 6.88 eV
Charge = +1
Highest occupied orbital energy = -0.4179 Ha

Element x y z (Å)
C: -4.512 0.128 0.656
C: -3.394 -0.711 0.203
N: -3.519 -1.527 -0.872
C: -4.709 -1.641 -1.694
C: -2.365 -2.294 -1.044
C: -1.439 -1.915 -0.046
C: -0.206 -2.557 -0.015
C: 0.032 -3.625 -0.893
C: -0.914 -4.002 -1.865
C: -2.147 -3.333 -1.941
C: -2.116 -0.918 0.797
C: -1.662 -0.256 1.949
C: -0.670 -0.814 2.840
C: -0.543 -2.226 2.971
C: 0.507 -2.795 3.676
C: 1.485 -1.990 4.265
C: 2.669 -2.625 4.910
C: 1.330 -0.601 4.239
C: 0.240 -0.030 3.604
H: -4.255 0.547 1.635
H: -4.675 0.965 -0.043
H: -5.458 -0.434 0.749
H: -4.532 -2.393 -2.469
H: -5.567 -1.947 -1.080
H: -4.956 -0.686 -2.178
H: 0.566 -2.227 0.674
H: 0.970 -4.178 -0.843
H: -0.705 -4.828 -2.554
H: -2.928 -3.617 -2.646
H: -2.193 0.635 2.293
H: -1.291 -2.878 2.512
H: 0.588 -3.882 3.753
H: 3.358 -1.871 5.297
H: 2.362 -3.265 5.746
H: 3.228 -3.266 4.214
H: 2.078 0.021 4.733
H: 0.096 1.046 3.669
C: -1.492 4.273 0.114
C: -1.904 2.830 0.391
N: -1.049 2.149 1.373
C: -0.254 2.923 2.328
C: 0.009 4.370 1.942
O: -1.123 4.955 1.309
H: -0.651 4.262 -0.608
H: -2.336 4.860 -0.269
H: -2.932 2.785 0.782
H: -1.874 2.257 -0.543
H: -0.477 1.430 0.923
H: -0.795 2.880 3.284
H: 0.714 2.425 2.441
H: 0.175 4.982 2.839
H: 0.897 4.388 1.279

Quick look at the natural (NBO) charges, all values in e: atom 1 (C): -0.685, atom 2 (C): 0.378, atom 3 (N): -0.292, atom 4 (C): -0.419, atom 5 (C): 0.108, atom 6 (C): -0.004, atom 7 (C): -0.196, atom 8 (C): -0.207, atom 9 (C): -0.184, atom 10 (C): -0.220, atom 11 (C): -0.227, atom 12 (C): 0.070, atom 13 (C): -0.105, atom 14 (C): -0.159, atom 15 (C): -0.221, atom 16 (C): 0.059, atom 17 (C): -0.646, atom 18 (C): -0.221, atom 19 (C): -0.159, atom 20 (H): 0.248, atom 21 (H): 0.257, atom 22 (H): 0.256, atom 23 (H): 0.236, atom 24 (H): 0.227, atom 25 (H): 0.229, atom 26 (H): 0.230, atom 27 (H): 0.232, atom 28 (H): 0.236, atom 29 (H): 0.225, atom 30 (H): 0.258, atom 31 (H): 0.228, atom 32 (H): 0.230, atom 33 (H): 0.226, atom 34 (H): 0.240, atom 35 (H): 0.237, atom 36 (H): 0.229, atom 37 (H): 0.226, atom 38 (C): -0.083, atom 39 (C): -0.246, atom 40 (N): -0.638, atom 41 (C): -0.251, atom 42 (C): -0.083, atom 43 (O): -0.514, atom 44 (H): 0.168, atom 45 (H): 0.210, atom 46 (H): 0.176, atom 47 (H): 0.203, atom 48 (H): 0.372, atom 49 (H): 0.180, atom 50 (H): 0.207, atom 51 (H): 0.212, atom 52 (H): 0.166


Number 1: calculated total energy -125791.4111 eV. Number 2: calculated total energy -110047.1299 eV. Number 3: calculated total energy -10234.1312 eV. Number 4: calculated total energy -8035.8093 eV. Number 5: calculated total energy -68650.6195 eV. Number 6: calculated total energy -28272.7138 eV.